[1]
{"formula": "C5H10O3Yb", "method": "the ωB97M-V functional and the def2-TZVPD basis", "e_lumo_ev": [-3.892, -4.864], "homo_ev": [-11.82, -11.80], "total_charge": 1, "s_squared": 0.76, "multiplicity": 2, "e_tot_ha": -1580.65882, "fmax_ev_per_a": 4.5, "elements": ["C", "O", "C", "C", "H", "H", "H", "H", "H", "H", "H", "O", "C", "C", "O", "Yb", "H", "H", "H"], "coordinates": [[-2.6310, -1.4177, -0.1469], [-1.4824, -0.5761, -0.1133], [-1.7924, 0.8260, -0.0704], [-0.5404, 1.6413, -0.2500], [-2.2897, -2.4392, -0.3415], [-3.1530, -1.3739, 0.8189], [-3.3040, -1.0797, -0.9469], [-2.3059, 1.0406, 0.8786], [-2.5149, 1.0279, -0.8759], [-0.4770, 2.3385, 0.5997], [-0.4342, 2.2925, -1.1311], [2.1949, -1.1048, 1.4600], [3.2686, -0.4401, 1.0048], [3.2967, 0.0103, -0.2912], [2.4675, -0.6022, -1.1774], [0.7163, -1.2545, -0.1110], [4.1851, -0.4524, 1.6109], [4.2507, 0.3847, -0.6920], [0.5451, 1.1786, -0.2253]], "forces_ev_per_angstrom": [[-0.475, 0.030, 0.122], [0.044, 0.120, -0.099], [-0.698, -0.323, -0.479], [2.742, 1.138, 0.705], [-0.156, 0.160, 0.023], [0.074, -0.074, -0.250], [0.139, -0.233, 0.168], [0.298, -0.047, -0.183], [0.213, 0.003, 0.161], [0.071, -0.136, -0.256], [-0.640, -0.539, 0.035], [2.886, 1.717, -0.376], [-2.224, -2.132, 2.703], [0.014, -2.474, -3.769], [1.801, 2.567, 1.471], [-0.854, -0.948, -0.197], [-0.480, 0.469, 0.064], [-0.635, 0.487, 0.082], [-2.120, 0.215, 0.074]], "nbo_charge": [-0.2577, -0.6356, -0.0779, -0.6646, 0.1943, 0.2047, 0.2059, 0.2028, 0.2038, 0.2551, 0.2619, -0.7834, 0.2138, 0.1371, -0.7764, 1.7349, 0.1986, 0.1982, 0.1844]}

---

[2]
{"formula": "C5H10O4", "method": "the ωB97M-V functional and the def2-TZVPD basis", "e_lumo_ev": 0.890, "homo_ev": -10.02, "smiles": "C[C@@H]1CO1.CC(=O)OO", "e_tot_ha": -497.30882, "fmax_ev_per_a": 3.4, "elements": ["C", "C", "C", "O", "H", "H", "H", "H", "H", "H", "C", "C", "O", "O", "O", "H", "H", "H", "H"], "coordinates": [[-2.5716, 0.7074, -0.1656], [-1.4024, -0.1689, -0.4275], [-0.9775, -1.2338, 0.4786], [-0.2578, -0.0610, 0.8181], [-3.3806, 0.4184, -0.8456], [-2.9080, 0.6313, 0.8689], [-2.3074, 1.7414, -0.3931], [-1.0562, -0.2083, -1.4521], [-1.6758, -1.5316, 1.2578], [-0.3779, -2.0436, 0.0735], [2.1719, 1.0200, 0.9382], [1.4714, 0.2098, -0.1223], [1.0941, 0.6821, -1.2103], [2.0141, -1.0750, -0.1250], [1.6783, -1.7701, -1.3322], [1.4358, 1.6531, 1.4213], [2.9168, 1.6540, 0.4584], [2.6358, 0.3845, 1.6910], [1.4970, -1.0099, -1.9322]], "forces_ev_per_angstrom": [[0.107, 0.074, 0.086], [0.829, -0.382, 1.932], [-0.619, -0.384, 0.216], [-1.931, 0.192, -2.066], [0.038, -0.003, 0.108], [-0.023, 0.021, -0.098], [-0.090, -0.004, 0.047], [0.721, 0.371, 0.331], [0.028, -0.176, 0.031], [0.048, 0.023, 0.020], [-0.641, -0.108, 0.385], [1.891, 0.632, -2.801], [0.303, -0.604, 1.420], [-0.594, 0.090, 0.148], [-0.028, 0.243, 0.156], [-0.016, 0.148, 0.074], [-0.033, -0.176, -0.078], [-0.008, -0.004, -0.073], [0.018, 0.047, 0.164]], "nbo_charge": [-0.6530, 0.1233, -0.1174, -0.5265, 0.2306, 0.2241, 0.2377, 0.2332, 0.1782, 0.2129, -0.6949, 0.8134, -0.7169, -0.2858, -0.4462, 0.2384, 0.2405, 0.2315, 0.4769]}

---

[3]
{"formula": "C5H10O5S", "method": "the ωB97M-V functional and the def2-TZVPD basis", "e_lumo_ev": 0.203, "homo_ev": -9.19, "smiles": "O=C[C@](O)(S)[C@@H](O)[C@H](O)CO", "e_tot_ha": -970.80138, "fmax_ev_per_a": 4.7, "elements": ["O", "C", "C", "O", "S", "C", "O", "C", "O", "C", "O", "H", "H", "H", "H", "H", "H", "H", "H", "H", "H"], "coordinates": [[2.8401, -2.1676, 2.2908], [1.7989, -1.6522, 2.1324], [1.4576, -0.5420, 1.0877], [2.5054, -0.0256, 0.3476], [0.7291, 0.5597, 2.4081], [0.0996, -0.9341, 0.0219], [-0.9744, -1.1602, 0.7766], [0.0564, 0.2251, -1.0055], [0.5323, 1.5569, -0.6098], [-1.3796, 0.5793, -1.6276], [-1.8996, -0.4550, -2.4176], [0.9028, -1.9609, 2.7590], [2.0653, 0.7184, -0.0723], [1.7096, 1.4378, 1.9542], [0.3057, -1.8232, -0.5493], [-1.1638, -0.3672, 1.1478], [0.7651, -0.0008, -1.7841], [-0.0941, 2.3530, -0.5075], [-2.0162, 0.8743, -0.8310], [-1.1584, 1.4581, -2.2914], [-2.1960, -1.1608, -1.8787]], "forces_ev_per_angstrom": [[2.109, -0.597, 0.226], [-2.248, 0.083, -1.350], [-2.053, -1.974, -0.651], [-0.420, -0.646, 1.152], [1.307, 1.761, -0.746], [4.190, 1.707, 0.414], [-1.241, -3.649, -0.890], [-2.085, 2.022, -0.714], [-0.184, 1.114, 0.948], [2.734, -0.707, -0.952], [0.250, 1.141, -0.973], [0.432, 0.394, -0.582], [0.313, 0.778, -0.580], [-1.118, -0.234, 0.873], [0.409, -0.419, -0.087], [-1.465, 3.818, 2.336], [-0.039, -0.448, -0.477], [0.897, -2.519, -0.229], [-0.815, 0.307, 0.820], [-0.482, -0.889, 0.498], [-0.489, -1.042, 0.963]], "nbo_charge": [-0.4998, 0.3978, 0.0773, -0.6948, -0.1145, 0.0689, -0.6834, 0.0359, -0.7983, -0.0679, -0.7072, 0.1184, 0.5005, 0.1695, 0.2004, 0.4701, 0.1994, 0.5060, 0.1599, 0.1883, 0.4734]}